Here is C11H12O5ReS4Sb as an isolated structure from OMol25. Energies are from the ωB97M-V functional and the def2-TZVPD basis.

The geometry in XYZ format:
```
34
Properties=species:S:1:pos:R:3:forces:R:3
Re 1.21185 0.31884 -2.12077 0.107 -0.605 0.160
O -1.62452 -2.29502 -0.47617 -0.080 0.074 0.064
C -0.57760 -1.64699 -0.86172 -0.065 0.059 -0.092
O -0.61263 -0.66735 -1.60910 -0.064 0.021 0.081
C 0.70560 -2.19198 -0.31815 0.039 -0.020 0.027
O 1.80903 -1.42044 -0.84463 -0.190 -0.077 -0.044
C 2.70399 -0.98684 0.20153 0.058 0.110 0.034
C 2.10708 0.21889 0.91352 0.103 0.024 -0.090
O 2.44221 0.63278 1.96744 -0.036 -0.071 0.048
O 1.10466 0.77136 0.13742 0.003 0.027 0.128
H -2.44803 -1.85575 -0.76263 0.001 -0.032 -0.016
H 0.65411 -2.11289 0.77024 0.039 -0.034 0.003
H 0.83412 -3.23984 -0.59363 -0.021 0.011 -0.018
H 2.87020 -1.79127 0.91628 0.010 0.009 -0.001
H 3.65790 -0.73332 -0.25947 -0.039 0.026 -0.010
S 3.41305 1.42332 -2.38452 -0.676 0.462 -0.156
Sb 2.97071 2.58911 -4.61581 0.056 -0.029 0.342
S 0.78901 -0.13768 -4.13715 0.076 -0.140 0.014
S 1.59043 2.52971 -2.38025 0.626 0.233 -0.141
S 1.81026 0.92913 -5.68572 -0.055 -0.010 -0.223
C 0.18652 1.74842 0.82595 -0.069 0.060 -0.029
C -1.05036 1.04204 1.28104 0.108 -0.055 -0.041
C -2.24792 1.22540 0.59690 -0.013 -0.042 0.005
C -3.40169 0.57724 1.02243 0.028 0.000 -0.002
C -3.35476 -0.26859 2.12396 0.021 0.001 -0.032
C -2.15981 -0.45609 2.81007 -0.006 0.005 -0.005
C -1.01266 0.20441 2.39743 0.011 0.044 0.007
H 0.76953 2.18579 1.63169 -0.009 -0.023 -0.003
H -0.02475 2.49413 0.06437 0.018 0.006 0.029
H -2.28839 1.89888 -0.25112 -0.005 0.003 -0.022
H -4.34035 0.75622 0.51386 0.012 -0.015 -0.004
H -4.25506 -0.76151 2.46626 0.001 0.004 -0.004
H -2.13340 -1.08785 3.68758 0.004 -0.005 0.000
H -0.09833 0.10773 2.97285 0.007 -0.017 -0.007
```
Positions in Å, forces in eV/Å.

Its maximum force is 0.834 eV/A. Its HOMO-LUMO gap is 6.88 eV. As for the total charge: +2. Its energy above the lowest of the compared OMol25 structures with the same formula, charge and spin is 0.0 kcal per mole.